P:
Formula: C4H14N3O
Source: OMol25
Level of theory: the ωB97M-V functional and the def2-TZVPD basis

Its frontier orbital gap is 8.842 eV. The net charge is +1.

Each line ends with the natural charge from an NBO analysis.
Atoms and positions in Å:
C (-1.90, -0.90, 0.23)  -0.226
C (-1.07, -0.43, 1.41)  -0.427
C (0.21, 0.25, 0.90)  -0.022
C (1.25, -0.58, 0.63)  0.053
N (2.43, -0.10, 0.09)  -0.832
N (0.27, 1.69, 0.58)  -0.695
N (-1.22, -2.07, -0.38)  -0.878
H (-2.15, -0.12, -0.50)  0.168
H (-2.86, -1.33, 0.49)  0.217
H (-0.96, -1.25, 2.10)  0.255
H (-1.55, 0.40, 2.00)  0.200
H (1.19, -1.62, 0.88)  0.250
H (2.87, 0.78, 0.21)  0.389
H (2.99, -0.80, -0.36)  0.408
H (-0.40, 2.26, 1.09)  0.450
H (-0.11, 1.69, -0.42)  0.469
H (1.23, 2.02, 0.48)  0.450
H (-1.84, -2.86, -0.37)  0.384
H (-0.68, -1.97, -1.22)  0.376
H (1.29, 2.12, -2.94)  0.500
H (0.10, 1.25, -2.67)  0.483
O (0.91, 1.56, -2.24)  -0.970

Q:
Formula: C4H14N3O
Source: OMol25
Level of theory: the ωB97M-V functional and the def2-TZVPD basis

Its frontier orbital gap is 11.407 eV. The net charge is +1.

Each line ends with the natural charge from an NBO analysis.
Atoms and positions in Å:
C (1.59, -0.82, 0.36)  -0.235
C (2.02, -1.31, 1.72)  -0.655
C (-0.46, 0.72, 1.05)  0.702
N (0.31, -0.08, 0.23)  -0.588
N (-0.13, 0.94, 2.41)  -0.775
N (-1.52, 1.46, 0.42)  -0.791
H (2.44, -0.14, -0.01)  0.227
H (1.67, -1.76, -0.12)  0.241
H (1.40, -1.96, 2.33)  0.230
H (2.27, -0.54, 2.47)  0.211
H (-0.19, -0.34, -0.69)  0.458
H (0.34, 0.07, 2.75)  0.422
H (-0.76, 1.37, 3.03)  0.423
H (-1.78, 1.09, -0.53)  0.430
H (-1.99, 2.18, 0.79)  0.413
H (3.06, -1.75, 1.44)  0.255
C (-1.10, 0.24, -3.21)  -0.264
O (-1.74, -0.39, -2.08)  -0.775
H (-2.70, -0.30, -2.06)  0.494
H (-0.62, 1.14, -2.87)  0.168
H (-0.48, -0.53, -3.41)  0.197
H (-1.64, 0.71, -4.04)  0.211

Stability ranking, top entry: P; the second entry is 6.1 kJ/mol less favorable.

P:
Formula: C2H3Cl2N
Source: OMol25
Level of theory: the ωB97M-V functional and the def2-TZVPD basis

Its frontier orbital gap is 10.238 eV. As for the SMILES: Cl[C@@H]1CN1Cl.

Each line ends with the natural charge from an NBO analysis.
Atoms and positions in Å:
Cl (2.07, 0.91, -0.01)  -0.067
C (0.44, 0.26, 0.50)  -0.085
C (-0.01, -0.74, -0.44)  -0.297
N (-0.47, 0.63, -0.51)  -0.345
Cl (-2.16, 0.91, 0.10)  0.049
H (0.21, 0.46, 1.59)  0.257
H (0.73, -0.96, -1.26)  0.252
H (-0.81, -1.47, 0.02)  0.237

Q:
Formula: C2H3Cl2N
Source: OMol25
Level of theory: the ωB97M-V functional and the def2-TZVPD basis

Its frontier orbital gap (alpha / beta) is 7.403 / 7.403 eV.

Each line ends with the natural charge from an NBO analysis.
Atoms and positions in Å:
C (0.24, 0.68, -0.54)  -0.215
C (0.00, 0.22, 0.89)  0.239
N (0.96, -0.34, 0.21)  -0.335
Cl (-2.30, -0.83, -0.19)  -0.745
Cl (1.94, -1.70, -0.12)  0.275
H (-0.64, 0.27, -1.20)  0.282
H (0.61, 1.59, -0.66)  0.189
H (-0.80, 0.10, 1.60)  0.310

R:
Formula: C2H3Cl2N
Source: OMol25
Level of theory: the ωB97M-V functional and the def2-TZVPD basis

Its frontier orbital gap (alpha / beta) is 7.913 / 8.238 eV.

Each line ends with the natural charge from an NBO analysis.
Atoms and positions in Å:
C (0.23, 0.31, 1.06)  0.207
C (-0.32, -0.52, -1.63)  -0.422
N (0.76, 1.37, 1.28)  -0.665
Cl (-0.50, -0.94, 1.82)  0.078
Cl (-1.14, -1.85, -1.01)  0.025
H (0.64, -0.61, -2.20)  0.207
H (-0.80, 0.37, -1.45)  0.183
H (1.14, 1.86, 2.14)  0.387

Stability ranking, top entry: P; the second entry is 181.9 kJ/mol less favorable.

P:
Formula: C43H50BFN12P3Rb
Source: OMol25
Level of theory: the ωB97M-V functional and the def2-TZVPD basis

Its frontier orbital gap is 3.789 eV. The net charge is -2.

Each line ends with the Mulliken charge.
Atoms and positions in Å:
Rb (-0.60, 0.43, -0.20)  0.541
C (3.13, 3.10, 4.75)  -0.900
N (2.22, 2.25, 4.01)  0.355
C (1.68, 1.06, 4.45)  -0.494
C (0.89, 0.59, 3.44)  -0.468
N (0.95, 1.46, 2.38)  0.718
C (1.74, 2.44, 2.73)  -0.325
P (2.05, 3.94, 1.78)  -0.709
C (2.71, 3.27, 0.21)  -0.269
N (2.14, 2.37, -0.56)  0.710
C (2.85, 2.36, -1.73)  -0.985
C (3.88, 3.27, -1.67)  -0.523
N (3.78, 3.85, -0.43)  0.337
C (4.67, 4.87, 0.09)  -0.876
C (0.35, 4.33, 1.25)  -0.225
N (-0.49, 3.50, 0.68)  0.577
C (-1.64, 4.19, 0.46)  -0.633
C (-1.49, 5.48, 0.90)  -0.836
N (-0.22, 5.57, 1.40)  0.373
C (0.37, 6.75, 2.02)  -0.868
H (3.42, 2.59, 5.66)  0.324
H (4.03, 3.30, 4.17)  0.303
H (2.67, 4.05, 5.01)  0.295
H (1.90, 0.68, 5.44)  0.410
H (0.27, -0.30, 3.38)  -0.083
H (2.57, 1.71, -2.55)  0.576
H (4.65, 3.55, -2.37)  0.418
H (5.54, 4.94, -0.57)  0.317
H (4.19, 5.85, 0.14)  0.278
H (5.01, 4.61, 1.09)  0.320
H (-2.51, 3.69, 0.04)  0.542
H (-2.17, 6.32, 0.92)  0.371
H (-0.39, 7.53, 2.06)  0.319
H (0.70, 6.54, 3.03)  0.308
H (1.22, 7.12, 1.45)  0.275
C (1.48, -2.17, -4.50)  -0.311
C (1.77, -1.00, -5.23)  -0.781
N (0.73, -0.18, -5.28)  -1.198
N (-0.26, -0.80, -4.59)  0.929
C (0.16, -1.99, -4.11)  -0.285
B (-1.69, -0.19, -4.48)  0.193
N (-2.52, -1.04, -3.48)  -0.113
C (-3.68, -1.70, -3.69)  -0.454
C (-4.04, -2.32, -2.50)  -1.515
C (-3.02, -1.95, -1.60)  -0.530
N (-2.13, -1.16, -2.20)  1.238
N (-1.57, 1.28, -4.02)  -0.013
C (-2.38, 2.30, -4.39)  -0.255
C (-1.96, 3.44, -3.74)  -1.188
C (-0.86, 3.00, -2.99)  -0.025
N (-0.63, 1.71, -3.15)  -0.064
H (2.12, -3.00, -4.27)  0.470
H (2.70, -0.72, -5.71)  0.420
H (-0.49, -2.61, -3.52)  0.364
H (-2.26, -0.25, -5.56)  -0.246
H (-4.16, -1.70, -4.66)  0.408
H (-4.91, -2.93, -2.31)  0.456
H (-2.89, -2.18, -0.55)  0.525
H (-3.21, 2.13, -5.07)  0.458
H (-2.40, 4.42, -3.79)  0.364
H (-0.23, 3.57, -2.31)  0.280
C (3.74, -1.22, -1.17)  -1.192
P (2.37, -1.76, -0.05)  1.506
C (3.10, -1.24, 1.56)  -1.010
C (2.69, -3.59, 0.00)  -0.286
C (3.95, -4.06, 0.38)  -0.672
C (4.22, -5.41, 0.51)  -0.748
C (3.21, -6.34, 0.26)  -0.838
C (1.96, -5.89, -0.12)  -0.527
C (1.67, -4.53, -0.27)  0.208
P (-0.04, -4.00, -0.83)  1.397
C (-1.09, -4.82, 0.44)  -0.988
C (-0.28, -5.22, -2.20)  -1.514
H (4.67, -1.75, -1.00)  0.382
H (3.89, -0.15, -1.00)  0.303
H (3.43, -1.35, -2.21)  0.140
H (4.14, -1.57, 1.70)  0.504
H (2.49, -1.62, 2.37)  0.176
H (3.06, -0.15, 1.59)  -0.022
H (4.74, -3.35, 0.60)  0.209
H (5.20, -5.75, 0.81)  0.372
H (3.40, -7.40, 0.37)  0.368
H (1.18, -6.62, -0.30)  0.192
H (-0.85, -5.88, 0.57)  0.498
H (-2.13, -4.73, 0.11)  0.409
H (-1.00, -4.29, 1.39)  -0.138
H (-0.12, -6.25, -1.89)  0.507
H (0.38, -4.98, -3.03)  0.314
H (-1.31, -5.12, -2.55)  0.408
F (-2.93, -4.47, 5.17)  -0.390
C (-2.38, -3.60, 4.25)  0.479
C (-3.17, -2.65, 3.65)  -0.711
C (-2.59, -1.78, 2.72)  -0.684
C (-1.22, -1.81, 2.35)  0.611
C (-0.50, -2.82, 3.01)  -0.889
C (-1.04, -3.72, 3.95)  -0.389
H (-4.23, -2.59, 3.91)  0.428
H (-3.24, -1.04, 2.27)  0.255
H (0.57, -2.95, 2.81)  0.173
H (-0.44, -4.49, 4.44)  0.345
C (-6.46, 1.97, 1.40)  -0.368
C (-5.31, 2.18, 2.17)  -0.672
C (-4.05, 1.97, 1.60)  -0.138
C (-3.83, 1.55, 0.26)  0.066
C (-5.03, 1.36, -0.46)  -0.652
C (-6.31, 1.56, 0.08)  -0.435
H (-7.45, 2.12, 1.83)  0.294
H (-5.41, 2.49, 3.21)  0.293
H (-3.19, 2.14, 2.25)  0.332
H (-4.97, 1.04, -1.50)  0.189
H (-7.19, 1.38, -0.53)  0.305

Q:
Formula: C43H50BFN12P3Rb
Source: OMol25
Level of theory: the ωB97M-V functional and the def2-TZVPD basis

Its frontier orbital gap is 4.440 eV. The net charge is -2.

Each line ends with the Mulliken charge.
Atoms and positions in Å:
Rb (-0.09, -0.10, -0.12)  0.268
C (5.44, -1.48, 2.97)  -0.943
N (4.02, -1.53, 2.70)  0.385
C (3.02, -1.61, 3.64)  -0.822
C (1.84, -1.60, 2.95)  -0.686
N (2.09, -1.50, 1.62)  0.846
C (3.39, -1.47, 1.48)  -0.549
P (4.27, -1.63, -0.11)  -0.712
C (3.92, -0.03, -0.91)  -0.614
N (2.75, 0.53, -1.02)  1.090
C (2.92, 1.65, -1.78)  -0.821
C (4.23, 1.76, -2.15)  -0.696
N (4.87, 0.68, -1.60)  0.413
C (6.29, 0.40, -1.68)  -0.904
C (3.03, -2.67, -0.94)  -0.097
N (1.86, -2.26, -1.37)  0.674
C (1.21, -3.37, -1.82)  -0.710
C (1.99, -4.48, -1.64)  -0.636
N (3.16, -4.02, -1.08)  0.267
C (4.27, -4.84, -0.64)  -0.937
H (5.60, -1.08, 3.97)  0.329
H (5.90, -2.46, 2.89)  0.279
H (5.93, -0.82, 2.25)  0.319
H (3.24, -1.66, 4.70)  0.437
H (0.82, -1.70, 3.30)  0.482
H (2.09, 2.30, -2.01)  0.411
H (4.76, 2.49, -2.74)  0.450
H (6.75, 1.14, -2.34)  0.333
H (6.77, 0.47, -0.70)  0.282
H (6.48, -0.59, -2.09)  0.310
H (0.20, -3.31, -2.21)  0.379
H (1.82, -5.53, -1.82)  0.407
H (4.10, -5.87, -0.97)  0.329
H (5.21, -4.49, -1.07)  0.336
H (4.36, -4.83, 0.44)  0.299
C (1.99, -0.01, -5.53)  -1.444
C (1.92, -0.46, -4.20)  -0.068
N (0.74, -0.20, -3.66)  0.396
N (0.02, 0.40, -4.62)  -0.114
C (0.74, 0.53, -5.76)  -0.295
B (-1.43, 0.92, -4.41)  0.213
N (-2.35, -0.18, -3.84)  -0.193
C (-3.52, -0.59, -4.38)  -0.232
C (-4.01, -1.61, -3.60)  -1.137
C (-3.04, -1.77, -2.59)  -0.509
N (-2.05, -0.91, -2.74)  0.607
N (-1.43, 2.18, -3.51)  0.088
C (-1.40, 3.46, -3.93)  -0.416
C (-1.35, 4.28, -2.82)  -1.129
C (-1.34, 3.38, -1.74)  -0.534
N (-1.40, 2.12, -2.16)  0.798
H (2.81, -0.08, -6.23)  0.386
H (2.68, -0.95, -3.60)  0.362
H (0.32, 1.00, -6.63)  0.446
H (-1.86, 1.24, -5.50)  -0.268
H (-3.91, -0.12, -5.27)  0.433
H (-4.93, -2.16, -3.74)  0.393
H (-3.02, -2.47, -1.76)  0.422
H (-1.41, 3.70, -4.99)  0.409
H (-1.31, 5.35, -2.79)  0.421
H (-1.27, 3.59, -0.68)  0.395
C (-0.44, 1.20, 4.34)  -1.450
P (-1.54, 0.47, 3.05)  2.079
C (-2.26, -0.90, 4.06)  -1.488
C (-2.95, 1.67, 3.05)  -0.663
C (-3.19, 2.56, 4.10)  -0.615
C (-4.15, 3.55, 4.00)  -0.887
C (-4.89, 3.68, 2.84)  -0.774
C (-4.69, 2.80, 1.79)  -0.533
C (-3.73, 1.78, 1.88)  0.415
P (-3.47, 0.52, 0.55)  1.557
C (-4.36, 1.25, -0.88)  -1.432
C (-4.83, -0.63, 1.08)  -1.645
H (-0.89, 1.21, 5.34)  0.403
H (-0.16, 2.21, 4.04)  0.338
H (0.47, 0.60, 4.36)  0.235
H (-2.78, -0.52, 4.94)  0.437
H (-1.43, -1.55, 4.37)  0.472
H (-2.92, -1.52, 3.46)  0.125
H (-2.59, 2.49, 5.01)  0.255
H (-4.31, 4.24, 4.83)  0.362
H (-5.62, 4.48, 2.74)  0.387
H (-5.26, 2.91, 0.88)  0.241
H (-5.42, 1.45, -0.68)  0.519
H (-4.28, 0.53, -1.70)  0.034
H (-3.86, 2.17, -1.21)  0.389
H (-5.76, -0.08, 1.22)  0.472
H (-4.56, -1.14, 2.01)  0.336
H (-4.96, -1.39, 0.31)  0.420
F (1.33, 7.03, 2.17)  -0.385
C (1.17, 5.70, 1.85)  0.325
C (2.23, 5.01, 1.30)  -0.715
C (2.04, 3.65, 0.99)  -0.377
C (0.86, 2.92, 1.20)  0.576
C (-0.16, 3.73, 1.77)  -0.778
C (-0.04, 5.08, 2.10)  -0.606
H (3.16, 5.53, 1.11)  0.379
H (2.91, 3.15, 0.55)  0.073
H (-1.14, 3.28, 1.97)  0.147
H (-0.85, 5.65, 2.53)  0.419
C (-1.76, -5.81, 0.93)  -0.541
C (-2.61, -4.71, 0.79)  -0.433
C (-2.17, -3.43, 1.13)  -0.136
C (-0.87, -3.13, 1.61)  0.041
C (-0.06, -4.28, 1.73)  -0.279
C (-0.47, -5.58, 1.41)  -0.514
H (-2.09, -6.81, 0.67)  0.308
H (-3.62, -4.87, 0.42)  0.353
H (-2.87, -2.61, 0.98)  0.202
H (0.97, -4.17, 2.08)  0.004
H (0.22, -6.42, 1.51)  0.326

Stability ranking, top entry: Q; the second entry is 19.9 kJ/mol less favorable.

P:
Formula: C3H11NO3S
Source: OMol25
Level of theory: the ωB97M-V functional and the def2-TZVPD basis

Its frontier orbital gap is 9.339 eV. As for the SMILES: NC(=O)CCS.O.O.

Each line ends with the natural charge from an NBO analysis.
Atoms and positions in Å:
N (2.01, -0.01, -0.24)  -0.855
C (1.17, 0.16, -1.33)  0.686
O (1.49, 0.84, -2.28)  -0.594
C (-0.24, -0.38, -1.08)  -0.533
C (-1.21, 0.77, -1.29)  -0.491
S (-2.94, 0.27, -0.91)  -0.057
H (1.86, -0.82, 0.34)  0.400
H (2.99, 0.22, -0.37)  0.400
H (-0.25, -0.75, -0.06)  0.238
H (-0.44, -1.20, -1.76)  0.230
H (-0.97, 1.60, -0.62)  0.226
H (-1.21, 1.17, -2.29)  0.233
H (-2.76, -1.05, -0.99)  0.113
O (0.26, 1.53, 2.17)  -0.955
H (0.70, 1.06, 1.45)  0.480
H (-0.62, 1.16, 2.25)  0.471
O (0.17, -1.42, 2.00)  -0.967
H (0.48, -1.07, 2.84)  0.491
H (-0.49, -2.09, 2.19)  0.483

Q:
Formula: C3H11NO3S
Source: OMol25
Level of theory: the ωB97M-V functional and the def2-TZVPD basis

Its frontier orbital gap is 9.828 eV. As for the SMILES: O=CNCCS.O.O.

Each line ends with the natural charge from an NBO analysis.
Atoms and positions in Å:
O (-1.40, 2.72, 1.64)  -0.560
C (-1.01, 1.97, 0.79)  0.550
N (-0.72, 0.60, 0.95)  -0.665
C (-0.37, 0.04, -0.33)  -0.260
C (-0.51, -1.53, -0.18)  -0.383
S (0.91, -2.47, 0.96)  -0.179
H (-0.69, 2.26, -0.28)  0.101
H (-0.51, 0.07, 1.77)  0.424
H (0.67, 0.22, -0.79)  0.196
H (-1.02, 0.27, -1.24)  0.216
H (-0.11, -1.99, -1.04)  0.214
H (-1.46, -1.92, 0.19)  0.229
H (1.40, -1.75, 1.92)  0.117
O (-3.95, -0.97, 1.95)  -0.923
H (-4.39, -1.33, 1.08)  0.459
H (-3.89, -0.08, 1.64)  0.464
O (5.51, 1.30, -3.43)  -0.925
H (6.42, 1.21, -3.20)  0.463
H (5.13, 1.38, -2.41)  0.462

Stability ranking, top entry: P; the second entry is 259.8 kJ/mol less favorable.